No. 1
ORCA calculation (the ωB97M-V functional and the def2-TZVPD basis) on 2 unconnected molecules or ions with the total composition C9H19P at a distorted geometry.

The calculation puts the relative energy (zero: lowest compared OMol25 entry of this formula, charge and spin) at 1.042 eV. Its HOMO energy is -8.677 eV. For the LUMO energy, the calculation gives 0.9 eV. As for the total charge: 0. As for the structure (SMILES): C=C=C(C)C.CCP(C)C. For the frontier orbital gap, the calculation gives 9.6 eV.

Atoms and positions in Å:
C  -2.87055  -0.55336  -0.33117
C  -3.08101  0.70616  -0.58166
C  -2.64054  -1.60517  -1.36135
C  -2.58623  -0.90595  1.10488
C  -3.45117  1.88343  -0.84806
C  2.21890  1.84863  0.33183
C  2.09395  -0.82333  1.76478
C  2.77856  -1.08824  -0.85134
C  1.12830  1.03532  -0.27205
P  1.23725  -0.83469  0.16543
H  -2.88475  -1.13190  -2.32594
H  -1.49409  -1.81482  -1.63581
H  -3.26892  -2.46146  -1.15867
H  -2.52698  -0.08441  1.77271
H  -1.69341  -1.42260  1.44095
H  -3.50955  -1.51772  1.38471
H  -4.50573  2.17443  -0.70618
H  -2.82548  2.75004  -0.97319
H  0.16979  1.44661  0.09849
H  2.39669  2.85620  -0.02704
H  1.89300  1.95443  1.33749
H  3.17494  1.30799  0.27024
H  1.73392  -0.06304  2.45410
H  3.30239  -0.83874  1.72873
H  2.08048  -1.91696  2.10410
H  3.07058  -2.18640  -0.92411
H  3.71300  -0.63610  -0.50106
H  2.49391  -0.84708  -1.89856
H  1.05003  1.07263  -1.30722

=====

No. 2
ORCA calculation (the ωB97M-V functional and the def2-TZVPD basis) on 2 unconnected molecules or ions with the total composition C9H20B3F4NO6 at a distorted geometry.

Its HOMO energy is -9.134 eV. For the LUMO energy, the calculation gives 0.3 eV. As for the total charge: 0. As for the structure (SMILES): NB1OB(F)OB(CCC(F)(F)F)O1.COCCOCCOC. For the frontier orbital gap, the calculation gives 9.5 eV.

Atoms and positions in Å:
N  4.68541  3.02739  1.91200
B  4.02797  3.97782  1.07696
O  4.47147  4.18005  -0.23269
B  4.06617  5.31452  -0.89989
F  4.63434  5.62673  -2.06095
O  3.07443  6.11335  -0.37337
B  2.28160  5.38851  0.51477
C  0.74120  5.20819  0.27921
C  0.15344  3.97215  0.97995
C  0.26071  2.69295  0.16593
F  -0.82648  1.91920  0.30447
F  0.41896  2.89601  -1.15581
F  1.31649  1.93938  0.55774
O  2.95639  4.74789  1.54144
H  4.77165  2.10611  1.49931
H  4.20632  2.92445  2.79876
H  0.22550  6.10173  0.65565
H  0.57851  5.17904  -0.80163
H  0.67184  3.78326  1.92271
H  -0.90986  4.11955  1.19020
C  -0.07163  -0.87001  -0.75151
O  -0.44847  -2.22479  -0.87403
C  0.13799  -3.05393  0.11038
C  -0.73291  -4.25213  0.40837
O  -1.86793  -3.96477  1.20661
C  -2.95982  -3.30322  0.59188
C  -3.79577  -4.18421  -0.30694
O  -3.14749  -4.42123  -1.54317
C  -3.50044  -5.65311  -2.12635
H  0.99439  -0.73316  -0.97114
H  -0.65760  -0.30058  -1.46985
H  -0.28287  -0.49657  0.25385
H  0.30198  -2.49056  1.03719
H  1.11137  -3.41373  -0.25283
H  -0.13677  -4.94096  1.01121
H  -1.00969  -4.76515  -0.51539
H  -2.63803  -2.40554  0.05923
H  -3.59918  -2.99393  1.42188
H  -4.75349  -3.67862  -0.49460
H  -3.99906  -5.13147  0.20683
H  -3.29984  -6.48774  -1.44430
H  -2.89203  -5.77592  -3.02020
H  -4.55882  -5.67696  -2.41190

=====

No. 3
ORCA calculation (the ωB97M-V functional and the def2-TZVPD basis) on 2 unconnected molecules or ions with the total composition C9H20BCl2O3S2 at a distorted geometry.

Its HOMO energy is -12.466 eV. For the LUMO energy, the calculation gives -3.5 eV. As for the total charge: +1. For the frontier orbital gap, the calculation gives 9.0 eV.

Atoms and positions in Å:
C  3.85181  3.37133  1.40849
C  3.81747  2.73465  0.02375
S  2.17912  2.23646  -0.59652
C  1.37323  1.76768  0.94874
S  0.05764  0.58849  0.52344
B  -1.65949  1.51734  0.72862
O  -2.55361  1.32927  -0.23314
O  -1.85489  2.27529  1.82942
C  0.07660  -0.59897  1.84289
Cl  -1.16309  -0.52289  3.00774
C  1.06681  -1.50541  1.82147
C  2.14299  -1.58867  0.77918
Cl  1.15852  -2.66300  3.06981
H  3.77634  2.62551  2.20264
H  4.81140  3.87519  1.53604
H  3.06193  4.11201  1.54200
H  4.46888  1.85889  -0.00486
H  4.17958  3.44713  -0.71844
H  0.95595  2.59847  1.51702
H  2.05341  1.19926  1.58477
H  -2.49548  0.59021  -0.87704
H  -1.55262  3.19042  1.81697
H  2.98079  -0.93061  1.02914
H  1.77330  -1.30690  -0.20934
H  2.53383  -2.60344  0.73646
C  -3.72661  -2.80116  -3.04801
C  -2.72549  -1.88913  -2.36936
C  -1.95641  -2.55403  -1.24394
O  -3.35558  -0.70621  -1.83158
H  -4.47060  -3.15343  -2.32841
H  -4.25123  -2.27087  -3.84139
H  -3.23091  -3.67037  -3.47853
H  -2.01858  -1.50700  -3.10715
H  -2.62398  -2.88360  -0.44415
H  -1.30759  -1.76597  -0.86512
H  -1.35549  -3.40486  -1.56214
H  -4.01795  -0.99111  -1.18946

=====

No. 4
ORCA calculation (the ωB97M-V functional and the def2-TZVPD basis) on a gas-phase ion, C9H20BN2 (charge -1) at a distorted geometry.

The calculation puts the relative energy (zero: lowest compared OMol25 entry of this formula, charge and spin) at 0.264 eV. Its HOMO energy is -3.092 eV. For the LUMO energy, the calculation gives 3.6 eV. As for the total charge: -1. For the frontier orbital gap, the calculation gives 6.7 eV.

Atoms and positions in Å:
N  -1.01817  0.05165  -2.96544
C  -0.93657  -0.00657  -1.79303
N  -0.11804  -1.38263  0.24748
B  -0.30404  0.04441  -0.38158
C  0.54158  -1.62961  1.54103
C  -0.43091  -2.50446  -0.59570
C  -2.56074  0.65684  0.72757
C  -0.49988  1.30935  2.00410
C  1.82291  -0.31267  -1.62872
C  1.44880  2.03925  -1.00632
C  -1.09053  1.06490  0.65347
C  1.23835  0.61615  -0.59027
H  0.95490  -0.74157  1.97354
H  1.35243  -2.37039  1.39067
H  -0.14543  -2.12401  2.20586
H  -0.57617  -3.36213  0.04606
H  -1.39440  -2.37122  -1.10880
H  0.31721  -2.78466  -1.34527
H  -3.03992  0.57536  -0.25281
H  -2.64383  -0.34037  1.21022
H  -3.13830  1.37725  1.31928
H  -1.02597  2.13803  2.52723
H  -0.56546  0.44020  2.64678
H  0.56687  1.56356  1.94647
H  1.31058  -0.28630  -2.58276
H  1.88534  -1.34875  -1.23425
H  2.82117  0.07021  -1.89260
H  2.49682  2.24399  -1.35570
H  0.78886  2.26019  -1.87126
H  1.17725  2.73716  -0.21734
H  -1.01394  1.95563  0.03407
H  1.77928  0.42122  0.34801

=====

No. 5
ORCA calculation (the ωB97M-V functional and the def2-TZVPD basis) on 2 unconnected molecules or ions with the total composition C9H20ClN at a distorted geometry.

The calculation puts the relative energy (zero: lowest compared OMol25 entry of this formula, charge and spin) at 0.496 eV. Its HOMO energy is -6.849 eV. For the LUMO energy, the calculation gives -0.1 eV. As for the total charge: 0. For the frontier orbital gap, the calculation gives 6.7 eV.

Atoms and positions in Å:
C  -2.78067  0.09938  -0.35119
C  -2.01824  0.99035  0.64311
C  -0.53066  1.10993  0.37728
N  0.43639  0.04489  0.85695
C  1.82758  0.40767  0.41855
C  2.05707  0.27714  -1.07825
C  1.71873  -1.14449  -1.51872
C  0.28914  -1.43927  -1.12842
C  0.10180  -1.33374  0.35688
C  0.41530  -0.01485  2.34440
H  -2.51575  0.49483  -1.32810
H  -3.83850  0.04439  -0.11438
H  -2.41244  -0.92767  -0.40603
H  -2.32527  0.90081  1.68555
H  -2.33010  1.99172  0.31988
H  -0.17308  1.98220  0.93416
H  -0.36044  1.30818  -0.68174
H  1.95191  1.44333  0.74244
H  2.54603  -0.20890  0.95957
H  1.43128  0.98162  -1.62846
H  3.10993  0.52650  -1.21407
H  1.82705  -1.26890  -2.59608
H  2.45118  -1.82614  -1.07173
H  -0.39581  -0.74921  -1.63036
H  0.00174  -2.42168  -1.50716
H  -0.92252  -1.51557  0.67336
H  0.67595  -2.06278  0.93425
H  0.72733  0.96180  2.70456
H  1.17463  -0.74073  2.62921
H  -0.55540  -0.34608  2.69097
Cl  -1.58415  2.43529  -3.01640

=====

No. 6
ORCA calculation (the ωB97M-V functional and the def2-TZVPD basis) on a molecular structure, C9H20F8N5Na2O16S8 at a distorted geometry.

The calculation puts the relative energy (zero: lowest compared OMol25 entry of this formula, charge and spin) at 0.704 eV. Its HOMO energy is -6.792 eV. For the LUMO energy, the calculation gives 1.0 eV. As for the total charge: -1. For the frontier orbital gap, the calculation gives 7.8 eV.

Atoms and positions in Å:
Na  3.65564  1.57215  2.94849
Na  2.24029  -0.07318  1.11618
C  -3.94774  3.88150  0.07829
C  -4.17436  2.82061  -0.95379
C  -4.03342  1.32884  -0.44378
N  -3.72410  0.23645  -1.51198
C  -3.65952  -1.16366  -0.80150
C  -2.44474  -1.22623  0.14267
C  -1.12206  -0.86891  -0.46385
C  -1.16132  0.45107  -1.24368
C  -2.37632  0.52007  -2.21505
C  -4.79279  0.17225  -2.64327
H  -2.85804  3.85807  0.08810
H  -4.35410  3.67407  1.06821
H  -4.14277  4.87532  -0.32469
H  -3.70375  3.05059  -1.90968
H  -5.19940  2.82541  -1.32443
H  -4.87911  0.96515  0.13987
H  -3.25792  1.30347  0.32176
H  -4.61022  -1.25058  -0.27546
H  -3.75933  -1.85394  -1.63915
H  -2.60134  -0.62624  1.03910
H  -2.30255  -2.14427  0.71283
H  -0.34507  -0.85171  0.30040
H  -0.79399  -1.61095  -1.19175
H  -1.23528  1.32530  -0.59688
H  -0.17835  0.56175  -1.70152
H  -2.52754  1.47101  -2.72588
H  -2.40569  -0.24074  -2.99505
H  -4.80823  1.12295  -3.17622
H  -5.69719  -0.10304  -2.10069
H  -4.59680  -0.65685  -3.32317
N  1.23665  1.29177  2.74050
S  0.46367  0.68180  3.88083
O  -0.89004  0.23401  3.66888
O  0.86009  0.93346  5.26310
F  1.10232  -0.71794  3.75234
S  0.09998  2.65023  2.71933
O  -0.02895  3.37435  3.95321
O  -1.01729  2.52260  1.83630
F  1.04376  3.63958  1.83971
N  3.18082  -2.96022  -2.58473
S  2.05581  -3.85441  -2.85600
O  1.96339  -4.35582  -4.19523
O  0.84427  -3.85221  -2.05703
F  2.75095  -5.07620  -2.09847
S  2.21584  -1.55538  -2.79060
O  1.94133  -0.92640  -1.43432
O  1.20858  -1.38866  -3.82972
F  3.44107  -0.72529  -3.39790
N  4.09097  1.16720  0.55803
S  3.80970  2.20802  -0.71351
O  4.00175  1.65153  -2.04326
O  4.02900  3.66043  -0.51121
F  2.22547  2.06312  -0.47922
S  5.44493  0.75826  0.19827
O  6.43486  1.82377  -0.10648
O  5.54776  -0.54926  -0.50606
F  5.86271  0.30516  1.68044
N  2.85821  -2.37739  1.67543
S  3.72909  -2.15730  3.14418
O  3.60671  -3.09953  4.27009
O  3.79762  -0.71081  3.46798
F  5.13480  -2.60617  2.47409
S  1.98361  -3.49745  2.17186
O  0.73675  -3.18251  2.90332
O  2.60089  -4.83933  2.30098
F  1.42978  -3.87845  0.71040

=====

No. 7
ORCA calculation (the ωB97M-V functional and the def2-TZVPD basis) on a gas-phase ion, C9H20I2N (charge +1) at a distorted geometry.

Its HOMO energy (spin up / spin down) is -10.592 / -11.426 eV. For the LUMO energy (spin up / spin down), the calculation gives -4.5 / -3.3 eV. As for the total charge: +1. For the frontier orbital gap (spin up / spin down), the calculation gives 6.0 / 8.2 eV.

Atoms and positions in Å:
C  2.85401  3.44977  1.56523
C  -2.37225  -3.23195  -1.60106
C  -3.40695  -1.63432  1.88832
C  2.17037  1.01552  -2.09099
C  2.54923  2.16413  0.83019
C  -2.80595  -3.10358  -0.12696
C  1.05298  1.97472  0.54603
C  -2.93268  -1.78928  0.53945
C  0.77349  0.55601  0.00869
N  0.87950  0.55401  -1.52412
I  -1.75766  -0.29399  -0.23820
I  1.85331  -1.13528  0.61022
H  2.67835  4.31281  1.07191
H  2.24807  3.50012  2.42213
H  3.86155  3.43739  1.71185
H  -3.24487  -2.98813  -2.14563
H  -1.56758  -2.62171  -1.79498
H  -2.06107  -4.25811  -1.81602
H  -2.61591  -1.31858  2.62138
H  -3.89126  -2.51812  2.28365
H  -4.09321  -0.86991  2.07204
H  2.18137  1.05481  -3.15957
H  2.55976  1.92593  -1.69693
H  2.89096  0.25811  -1.75152
H  2.89240  1.43674  1.57347
H  3.25292  1.96998  0.11606
H  -2.07604  -3.77244  0.40552
H  -3.88797  -3.55835  0.16282
H  0.78144  2.77063  -0.27145
H  0.53740  1.93140  1.52601
H  0.65367  -0.38854  -1.92228
H  0.04264  1.17020  -1.81529

=====

| no. | electronic energy (eV) |
| --- | --- |
| 1 | -18926.5458 |
| 2 | -36341.2328 |
| 3 | -63187.0501 |
| 4 | -13315.4337 |
| 5 | -23669.0943 |
| 6 | -167118.5541 |
| 7 | -27337.1355 |